C12H16AlF12O14S4 | ωB97M-V/def2-TZVPD

```
59
Properties=species:S:1:pos:R:3:forces:R:3
C 2.76716 2.70127 -0.49407 0.4 0.4 -1.1
C -4.65640 -2.51658 0.18100 1.0 -1.0 -0.7
H 4.32057 2.83150 0.96061 0.2 -0.1 -0.2
F -0.24298 -6.31029 -0.25272 0.9 -2.5 -1.6
O 1.62027 2.58118 0.31388 -0.7 -0.7 1.5
O 3.37097 -2.17079 1.86292 0.7 0.5 -0.4
H -4.91812 -2.54922 -0.87661 -0.6 0.7 0.0
Al -0.34832 0.40704 0.24512 0.1 -0.2 -0.2
O 2.48524 -2.22142 -2.88682 -0.5 0.8 -0.6
H 1.29620 3.61266 2.17259 -1.1 -0.7 -0.5
O 0.85362 -0.54031 -2.21170 0.0 -0.6 -0.8
H 3.15734 1.72943 -0.79637 -0.4 0.0 0.0
C 3.77073 3.50521 0.30343 0.6 -0.4 0.3
H 0.80767 4.44097 0.61361 -0.2 0.0 0.4
H -4.55950 0.29112 -0.14616 0.2 0.7 0.3
H -2.78752 -2.79702 1.11813 0.7 -0.2 -0.4
C 1.19952 -1.00360 -4.88898 -0.6 -1.5 1.4
H 2.44693 3.27025 -1.36689 0.2 0.0 -0.5
F 0.49702 -5.13497 1.35697 0.5 0.1 0.5
H -4.92072 -3.51479 0.53003 0.1 0.0 0.3
H -4.23616 0.29989 1.71353 0.8 0.8 -0.7
F 5.35834 0.08050 1.78205 0.3 -0.1 -0.2
O -2.24135 2.70143 0.39090 -0.4 0.2 -0.1
F -4.35023 3.69018 3.45823 -0.5 0.0 0.0
F -5.06618 2.50785 1.73064 0.5 0.6 0.8
F 0.18664 -1.94834 -4.86342 1.3 1.2 -0.1
C -0.28713 -5.16623 0.29922 -0.4 3.2 -0.1
O -1.50980 4.06744 2.29297 -1.6 -0.8 -0.1
C -3.15369 -2.28413 0.22877 -0.7 -0.2 0.5
O 2.94911 0.16947 -3.20243 -0.2 -0.2 -0.3
C 2.91427 4.36831 1.17073 -0.3 1.6 0.5
O -0.86199 -3.81275 -1.97168 1.4 -0.1 1.2
F -4.38766 4.53364 1.44579 -0.4 0.6 0.1
F 5.15020 0.33209 -0.37587 0.6 -0.2 0.4
S 1.96870 -0.88765 -3.14325 0.1 0.1 0.8
O 0.08644 -2.44367 -0.20570 0.2 0.1 0.9
O -2.05564 1.67285 2.50999 -0.5 0.2 0.5
O 2.44076 -0.63652 0.26972 1.1 0.3 -0.5
O 3.79558 -2.53232 -0.52183 0.1 1.8 1.2
F 6.26979 -1.40403 0.40980 -1.0 1.2 0.5
O -2.98791 -0.87955 0.48226 1.3 0.8 -0.2
F -1.54927 -5.02504 0.69922 -0.8 0.7 0.5
F 2.09260 -1.37415 -5.80760 -0.2 0.2 0.4
C 1.51462 3.78246 1.11828 0.4 -0.1 0.0
S 3.56924 -1.55521 0.56370 -0.8 -2.0 -0.1
C 5.22755 -0.55531 0.62756 -1.3 -1.1 -0.9
S 0.16888 -3.71724 -0.92560 -0.3 -1.0 -1.5
S -2.33375 2.94499 1.83938 1.8 -0.3 -0.4
H 3.28980 4.42934 2.19218 0.0 -0.2 0.1
H -6.19655 -1.23159 0.67194 -0.2 0.6 0.5
H -2.73107 -2.55948 -0.73750 0.6 0.0 0.5
O 1.55527 -4.02741 -1.29710 -1.7 0.0 0.6
H 4.47751 4.11627 -0.25796 0.0 -0.4 -0.3
H -5.17680 -1.67404 2.07142 0.0 0.0 0.0
C -5.17587 -1.39519 1.01769 -1.1 0.1 -0.6
C -4.18908 3.44960 2.17075 1.8 -1.2 -1.2
H 2.84735 5.41173 0.86266 0.3 0.0 -0.4
C -4.21500 -0.21738 0.75431 -1.4 -2.0 0.4
F 0.68255 0.15736 -5.20144 -0.3 0.6 -0.5
```
Positions in Å, forces in eV/Å.

Output
Energy above the lowest of the compared OMol25 structures with the same formula, charge and spin, eV: 0.000
Frontier orbital gap, eV: 3.69
Total charge: -1
F_max, eV Å⁻¹: 3.21
HOMO energy, eV: -7.48
Total energy, Ha: -4553.62846



C5H8O2 | ωB97M-V/def2-TZVPD

```
15
Properties=species:S:1:pos:R:3:forces:R:3
H -1.72771 1.57557 -0.51273 0.2 0.1 0.2
H -1.17951 -0.74465 -0.94757 0.0 0.0 0.2
H 1.34360 1.37802 0.86149 0.0 -0.1 0.0
H 2.67801 -0.62611 0.61809 -0.2 0.0 -0.1
H -2.47500 -0.52520 0.25566 0.1 0.0 0.0
H -1.12523 -1.60210 0.60791 0.0 0.1 0.0
H 1.15460 -1.66502 0.42414 0.1 0.2 0.0
C -1.39474 -0.65907 0.12366 0.0 0.0 0.0
C 0.88427 0.16639 -2.52921 1.4 -0.1 -0.5
O -0.98612 1.74392 0.08269 -0.2 0.0 -0.2
C 0.85465 0.41572 0.71646 0.1 -0.1 0.0
C 1.59250 -0.68029 0.57480 -0.1 0.1 0.1
O 1.98456 0.09531 -2.80480 -1.4 0.1 0.3
C -0.64987 0.51995 0.73629 0.0 -0.3 0.1
H -0.95402 0.60755 1.79311 0.0 0.0 -0.2
```
Positions in Å, forces in eV/Å.

Output
Energy above the lowest of the compared OMol25 structures with the same formula, charge and spin, eV: 1.391
Frontier orbital gap, eV: 10.88
Total charge: 0
F_max, eV Å⁻¹: 1.46
HOMO energy, eV: -9.86
Total energy, Ha: -345.75382



C4H9NO | ωB97M-V/def2-TZVPD

```
15
Properties=species:S:1:pos:R:3:forces:R:3
H -0.97310 1.56067 -0.21300 0.1 0.1 -0.4
H 0.91210 0.55463 2.09985 0.6 0.3 -0.1
H 0.90039 -1.24098 -1.39883 1.0 -0.3 -0.3
H 0.83808 -1.11255 2.21248 0.3 -0.3 0.0
C 1.51694 -0.33067 1.86290 -0.6 -0.5 0.3
C -1.81662 0.95939 -0.58218 -0.2 -0.3 0.3
H 2.18116 0.30405 -0.19576 0.0 0.4 0.5
C 1.16630 -1.42963 -0.36299 -1.3 0.2 0.2
H -3.07228 0.71667 -2.10909 0.0 -0.1 -0.1
H 2.43347 -0.37543 2.44397 0.1 0.3 0.1
H 0.62700 -2.27469 0.05330 0.1 0.0 0.3
O -2.40209 0.20296 0.15702 0.0 0.0 0.2
N -2.15734 1.08143 -1.89436 0.0 0.5 -0.3
H -1.85010 1.85686 -2.46570 0.1 -0.1 0.3
C 1.69610 -0.47271 0.39239 -0.2 0.0 -0.9
```
Positions in Å, forces in eV/Å.

Output
Energy above the lowest of the compared OMol25 structures with the same formula, charge and spin, eV: 1.657
SMILES: C=CC.NC=O
Frontier orbital gap, eV: 10.40
Total charge: 0
F_max, eV Å⁻¹: 1.31
HOMO energy, eV: -9.47
Total energy, Ha: -287.77156



C3H2O4 | ωB97M-V/def2-TZVPD

```
9
Properties=species:S:1:pos:R:3:forces:R:3
O -3.13072 0.05453 0.23670 1.1 0.4 -0.4
C 1.54248 -0.41512 -0.36139 -0.2 -1.7 -1.1
C -2.09767 0.59040 0.22391 -0.9 0.2 0.7
O -0.49672 -1.66852 0.31029 -1.2 -0.7 0.5
O -1.10368 1.19939 0.30417 -0.6 -0.4 -0.3
C 0.41379 -1.07264 -0.08102 2.6 0.2 -1.0
O 1.62554 0.87868 -0.05351 1.1 2.1 0.3
H 2.36486 -0.65398 -1.05958 -1.0 -0.9 0.6
H 0.88211 1.08725 0.48044 -0.8 0.9 0.8
```
Positions in Å, forces in eV/Å.

Output
Energy above the lowest of the compared OMol25 structures with the same formula, charge and spin, eV: 1.277
SMILES: O=C=CO.O=C=O
Frontier orbital gap, eV: 8.58
Total charge: 0
F_max, eV Å⁻¹: 2.81
HOMO energy, eV: -8.19
Total energy, Ha: -416.43787



C5H9NO | ωB97M-V/def2-TZVPD

```
16
Properties=species:S:1:pos:R:3:forces:R:3
N 1.10789 -1.26986 0.45824 -0.7 -0.1 0.7
H -0.51360 -1.52410 -0.91919 0.0 0.4 -0.2
H -2.25027 0.46649 -1.30874 4.4 2.4 0.7
C -0.35170 0.39240 0.29669 1.4 -0.3 -0.6
H -2.59001 1.31980 0.54518 0.5 0.3 -0.6
O -0.72285 0.71376 1.67145 -0.9 0.2 -0.7
C 1.81201 -0.54660 -0.63682 -0.1 -0.2 -0.2
H 1.74701 0.79104 1.17212 -0.2 -0.2 -0.2
C 1.17413 0.22898 0.43099 0.2 0.5 -0.4
H -1.39010 -1.50701 0.61270 2.8 -0.1 0.0
H 1.40682 -0.59266 -1.64801 -0.1 0.1 0.2
H -0.68371 -0.07467 2.25208 0.1 0.4 -0.8
H 2.90313 -0.60103 -0.61390 -0.4 -0.3 0.2
C -0.38442 -1.13932 0.09336 -1.8 -0.1 -0.2
H -0.48025 2.07053 -1.46545 -1.1 -1.7 1.2
C -0.92339 1.15164 -0.91957 -3.9 -1.4 0.9
```
Positions in Å, forces in eV/Å.

Output
Energy above the lowest of the compared OMol25 structures with the same formula, charge and spin, eV: 10.311
Frontier orbital gap (alpha / beta), eV: 8.65 / 8.89
Total charge: 0
F_max, eV Å⁻¹: 5.04
HOMO energy (alpha / beta), eV: -8.69 / -9.00
Total energy, Ha: -325.55862



C5H7NO | ωB97M-V/def2-TZVPD

```
14
Properties=species:S:1:pos:R:3:forces:R:3
H -2.48839 0.50123 0.75693 0.4 0.2 0.0
H -0.21835 -1.70360 -1.91696 0.3 0.2 -0.2
O 1.37768 0.63570 0.96592 0.2 -0.4 0.4
C -1.12146 -0.21531 -0.69999 -0.4 0.0 0.2
H -1.59791 0.37619 -1.48194 -0.2 -0.5 -0.2
H 0.59653 2.46227 0.66991 0.1 -0.1 0.1
N 1.05862 -1.33908 -0.35398 0.2 0.2 0.4
C 1.62432 -0.63527 0.58686 -0.2 -0.3 -0.3
H -1.24870 -0.73942 1.33992 0.3 0.5 0.0
C -0.04260 -1.07066 -1.05238 -0.1 -0.1 -0.3
H 0.58394 1.30745 -0.79607 -0.3 0.0 0.3
C -1.56149 -0.03650 0.56778 -0.1 -0.2 -0.2
C 0.60008 1.45073 0.28279 0.0 0.7 -0.3
H 2.47148 -1.02180 1.14110 -0.2 0.0 -0.1
```
Positions in Å, forces in eV/Å.

Output
Energy above the lowest of the compared OMol25 structures with the same formula, charge and spin, eV: 4.770
Frontier orbital gap (alpha / beta), eV: 7.32 / 7.71
Total charge: 0
F_max, eV Å⁻¹: 0.72
HOMO energy (alpha / beta), eV: -7.34 / -7.19
Total energy, Ha: -324.54917